No. 1
40
Properties=species:S:1:pos:R:3:nbo_charge:R:1 method="wB97M-V/def2-TZVPD" de_lowest_kcal_mol=0.0 energy_ev=-81544.559 lumo_energy_ev=-13.462 total_charge=+3
Mo -1.42 -0.66 0.42 2.085
F -5.00 -0.97 -1.55 -0.267
C -5.26 0.31 -1.65 0.879
F -6.37 0.64 -1.06 -0.244
F -5.16 0.75 -2.86 -0.231
S -3.87 1.23 -0.65 2.133
O -2.67 0.23 -0.75 -0.871
O -3.59 2.51 -1.14 -0.734
N -4.25 1.20 0.89 -1.116
S -4.20 0.02 1.86 2.044
O -4.93 -1.17 1.68 -0.744
O -2.53 -0.41 1.83 -0.790
C -4.29 0.82 3.64 0.928
F -5.45 1.39 3.68 -0.226
F -4.17 -0.17 4.46 -0.238
F -3.30 1.66 3.69 -0.248
C 5.74 0.26 -2.94 -0.669
C 4.57 0.32 -2.02 0.158
C 4.68 0.97 -0.78 -0.208
C 3.60 1.07 0.07 -0.120
C 2.38 0.50 -0.34 -0.446
C 2.24 -0.16 -1.58 -0.178
C 3.34 -0.24 -2.40 -0.192
S 1.06 0.68 0.70 2.276
O 1.29 1.51 1.81 -0.785
O -0.24 0.91 -0.10 -0.872
N 0.44 -0.84 1.18 -0.853
C 1.31 -1.81 1.79 -0.393
C 1.11 -3.17 1.23 0.950
O 0.99 -4.20 0.83 -0.136
O -1.55 -2.19 -0.12 -0.375
H 6.68 0.22 -2.40 0.260
H 5.76 1.18 -3.54 0.281
H 5.68 -0.58 -3.63 0.252
H 5.62 1.42 -0.49 0.267
H 3.68 1.60 1.01 0.269
H 1.29 -0.56 -1.90 0.227
H 3.25 -0.74 -3.36 0.259
H 1.17 -1.92 2.88 0.335
H 2.37 -1.59 1.61 0.335


No. 2
120
Properties=species:S:1:pos:R:3:lowdin_charge:R:1 method="wB97M-V/def2-TZVPD" de_lowest_kcal_mol=0.0 energy_ev=-226016.433 lumo_energy_ev=3.424 total_charge=-2
Rb 1.07 0.78 -0.25 0.782
C 0.76 -2.98 -2.96 -0.027
C -0.14 -3.57 -1.92 -0.301
N 0.34 -4.41 -1.10 0.091
C -0.29 -4.94 0.10 -0.198
C -1.27 -4.10 0.93 -0.240
N -0.93 -2.70 0.93 -0.054
C -1.47 -1.95 2.05 -0.213
C -2.97 -1.63 1.92 -0.201
N -3.25 -0.20 1.97 -0.061
C -3.67 0.42 0.73 -0.204
C -2.51 0.54 -0.26 -0.218
N -3.00 0.99 -1.55 0.127
C -3.19 0.15 -2.48 -0.314
C -3.64 0.61 -3.83 -0.026
C -3.00 -1.34 -2.32 -0.227
C -4.11 -2.17 -2.26 -0.021
C -3.91 -3.53 -2.12 -0.063
C -2.61 -4.01 -1.99 -0.028
C -1.56 -3.10 -2.00 -0.211
N -1.75 -1.79 -2.23 0.205
H 1.75 -3.42 -2.89 0.079
H 0.83 -1.90 -2.78 0.071
H 0.36 -3.11 -3.96 0.083
H 0.55 -5.17 0.75 0.102
H -0.75 -5.91 -0.14 0.104
H -1.24 -4.53 1.95 0.108
H -2.31 -4.24 0.59 0.090
H 0.08 -2.54 0.85 0.065
H -0.94 -1.00 2.10 0.082
H -1.29 -2.47 3.01 0.106
H -3.53 -2.13 2.71 0.105
H -3.33 -2.04 0.97 0.105
H -3.88 0.05 2.72 0.102
H -4.05 1.42 0.95 0.102
H -4.48 -0.16 0.24 0.109
H -1.98 -0.41 -0.31 0.087
H -1.84 1.32 0.11 0.052
H -4.59 0.15 -4.11 0.069
H -2.90 0.33 -4.59 0.084
H -3.75 1.70 -3.82 0.079
H -5.10 -1.75 -2.34 0.113
H -4.75 -4.22 -2.10 0.102
H -2.41 -5.06 -1.87 0.113
O 5.38 -1.74 2.25 0.029
C 5.07 -2.77 1.41 -0.284
C 6.01 -3.78 1.25 -0.042
C 5.74 -4.85 0.41 -0.120
C 4.53 -4.92 -0.26 -0.104
C 3.59 -3.90 -0.10 -0.023
C 3.85 -2.81 0.72 -0.090
C 2.81 -1.69 0.80 -0.544
O 1.66 -1.95 0.20 -0.301
N 2.67 -1.39 2.29 -0.030
N 1.87 -0.30 2.52 0.014
C 1.23 -0.29 3.62 -0.221
C 0.34 0.79 4.05 -0.624
Br -0.33 1.99 2.75 0.910
C -0.09 0.91 5.31 -0.118
C 0.34 0.12 6.48 -0.224
C 1.68 -0.20 6.71 -0.045
C 2.05 -0.93 7.83 -0.088
C 1.09 -1.35 8.74 -0.110
C -0.24 -1.01 8.54 -0.100
C -0.61 -0.28 7.42 -0.044
H 4.53 -1.30 2.46 0.070
H 6.94 -3.71 1.79 0.103
H 6.48 -5.63 0.29 0.087
H 4.31 -5.75 -0.92 0.089
H 2.65 -3.90 -0.63 0.080
H 3.32 -0.76 0.44 0.121
H 2.31 -2.23 2.75 0.136
H 1.31 -1.14 4.31 0.124
H -0.86 1.66 5.51 0.100
H 2.44 0.15 6.02 0.118
H 3.09 -1.18 7.99 0.099
H 1.38 -1.92 9.62 0.092
H -1.00 -1.32 9.25 0.095
H -1.65 -0.02 7.26 0.112
N -0.79 3.18 -2.28 0.073
N 0.29 3.95 -2.71 -0.006
C 1.51 3.96 -2.15 -0.424
N 2.50 4.41 -2.96 0.185
N 1.59 3.54 -0.89 0.089
N 2.81 3.51 -0.30 -0.459
O 2.93 2.72 0.63 -0.071
O 3.73 4.26 -0.64 0.004
H -0.56 2.19 -2.35 0.046
H -1.06 3.41 -1.32 0.035
H 0.30 4.09 -3.71 0.125
H 2.41 4.02 -3.90 0.075
H 3.41 4.43 -2.53 0.075
O -4.91 5.72 1.45 0.023
C -3.90 6.29 0.78 -0.289
C -4.01 7.62 0.37 -0.040
C -2.98 8.22 -0.33 -0.120
C -1.81 7.51 -0.62 -0.110
C -1.70 6.20 -0.21 -0.027
C -2.73 5.56 0.49 -0.059
C -2.57 4.12 0.94 -0.584
O -3.53 3.65 1.63 -0.030
O -1.55 3.51 0.59 -0.128
H -4.57 4.77 1.61 0.056
H -4.92 8.15 0.60 0.101
H -3.08 9.25 -0.65 0.087
H -1.00 7.99 -1.16 0.088
H -0.81 5.62 -0.41 0.102
Br 2.45 -0.41 -9.48 0.675
C 2.56 -0.50 -7.58 -0.669
C 3.04 -1.66 -6.99 -0.216
N 3.15 -1.79 -5.67 0.074
C 2.77 -0.76 -4.91 -0.080
C 2.27 0.44 -5.43 -0.096
C 2.18 0.57 -6.80 -0.058
C 1.87 1.59 -4.51 -0.626
O 1.71 2.70 -5.08 -0.057
O 1.74 1.32 -3.30 -0.053
H 3.35 -2.50 -7.60 0.092
H 2.86 -0.87 -3.84 0.115
H 1.81 1.50 -7.22 0.112


No. 3
213
Properties=species:S:1:pos:R:3:lowdin_charge:R:1 method="wB97M-V/def2-TZVPD" energy_ev=-786164.023 lumo_energy_ev=-0.457
C 2.19 -4.86 10.28 -1.448
Br 2.09 -6.56 9.24 0.505
Br 4.00 -3.93 10.07 0.462
Br 2.02 -5.24 12.21 0.502
H 1.31 -4.27 10.02 -0.022
C 8.52 1.57 7.19 -1.540
Br 9.60 0.17 8.10 0.516
Br 6.80 1.78 8.06 0.540
Br 8.18 1.10 5.30 0.507
H 8.99 2.55 7.15 -0.024
C -3.71 -6.87 -5.79 -1.532
Br -4.19 -4.89 -5.89 0.467
Br -5.22 -7.99 -6.15 0.571
Br -2.88 -7.20 -4.03 0.521
H -2.94 -7.13 -6.52 -0.028
O -5.26 9.11 -3.36 -0.293
P -4.26 8.68 -4.39 0.613
N -3.14 7.58 -3.76 -0.299
C -2.24 6.81 -4.57 -0.165
C -3.17 7.17 -2.38 -0.119
N -3.40 9.88 -5.31 -0.308
C -4.12 11.15 -5.31 -0.114
C -2.42 9.58 -6.31 -0.129
N -5.03 7.91 -5.72 -0.279
C -5.88 8.62 -6.67 -0.138
C -5.40 6.42 -5.66 -0.077
H -2.23 5.75 -4.35 0.080
H -1.19 7.10 -4.44 0.086
H -2.50 6.84 -5.62 0.068
H -4.14 6.87 -1.98 0.081
H -2.86 7.98 -1.72 0.080
H -2.44 6.38 -2.22 0.081
H -5.04 10.98 -5.88 0.051
H -4.49 11.40 -4.31 0.074
H -3.53 11.92 -5.81 0.085
H -1.78 10.43 -6.53 0.081
H -1.72 8.76 -6.12 0.057
H -2.87 9.30 -7.27 0.072
H -6.28 7.92 -7.41 0.075
H -6.57 9.33 -6.21 0.080
H -5.36 9.23 -7.41 0.062
H -4.55 5.82 -5.35 0.052
H -5.82 6.09 -6.60 0.069
H -6.14 6.21 -4.88 0.073
O 13.24 0.39 -3.69 -0.303
P 13.42 -1.09 -3.54 0.633
N 14.94 -1.49 -2.89 -0.318
C 16.13 -0.69 -3.17 -0.119
C 15.10 -2.09 -1.62 -0.144
N 13.33 -2.01 -5.02 -0.298
C 12.29 -1.79 -5.97 -0.140
C 13.73 -3.44 -5.01 -0.133
N 12.22 -1.77 -2.45 -0.282
C 12.08 -3.22 -2.19 -0.126
C 11.40 -0.88 -1.60 -0.110
H 16.08 0.29 -2.68 0.085
H 16.20 -0.44 -4.23 0.078
H 17.08 -1.19 -2.97 0.080
H 14.76 -3.10 -1.83 0.066
H 14.67 -1.53 -0.79 0.089
H 16.15 -2.12 -1.32 0.080
H 11.75 -0.89 -5.67 0.076
H 12.64 -1.78 -7.01 0.090
H 11.48 -2.47 -5.73 0.077
H 12.90 -4.14 -4.95 0.076
H 14.42 -3.70 -5.81 0.081
H 14.31 -3.69 -4.12 0.051
H 11.29 -3.72 -2.74 0.076
H 12.96 -3.76 -2.57 0.035
H 11.98 -3.45 -1.13 0.083
H 12.06 -0.26 -0.98 0.069
H 10.86 -1.47 -0.86 0.074
H 10.75 -0.17 -2.12 0.075
O -9.89 -1.99 0.00 -0.316
P -10.92 -2.30 -1.06 0.623
N -12.37 -3.13 -0.50 -0.328
C -12.11 -4.26 0.35 -0.129
C -13.44 -3.33 -1.42 -0.163
N -10.33 -3.44 -2.19 -0.325
C -9.03 -4.13 -1.95 -0.083
C -11.04 -3.96 -3.31 -0.161
N -11.42 -0.92 -1.96 -0.272
C -12.71 -0.19 -1.58 -0.107
C -11.04 -0.63 -3.44 -0.074
H -11.65 -5.00 -0.30 0.074
H -13.05 -4.55 0.81 0.088
H -11.38 -4.04 1.12 0.082
H -13.52 -2.61 -2.24 0.062
H -14.37 -3.28 -0.84 0.093
H -13.29 -4.19 -2.07 0.066
H -9.07 -4.72 -1.03 0.071
H -8.88 -4.88 -2.73 0.076
H -8.27 -3.36 -1.89 0.079
H -11.89 -3.33 -3.58 0.056
H -10.40 -3.94 -4.19 0.091
H -11.47 -4.91 -3.01 0.083
H -13.21 -0.53 -0.68 0.076
H -12.44 0.87 -1.53 0.070
H -13.37 -0.21 -2.44 0.064
H -11.00 0.44 -3.63 0.080
H -11.73 -1.24 -4.04 0.057
H -10.10 -1.09 -3.75 0.069
O 0.13 1.16 10.93 -0.316
P -1.27 1.61 11.23 0.662
N -1.40 3.30 11.51 -0.332
C -0.12 4.10 11.53 -0.087
C -2.38 3.87 12.41 -0.132
N -1.96 0.89 12.70 -0.296
C -3.39 0.84 13.08 -0.131
C -1.05 0.58 13.86 -0.099
N -2.56 1.43 10.02 -0.319
C -2.80 2.45 8.94 -0.089
C -3.02 0.14 9.69 -0.160
H 0.21 4.15 10.50 0.075
H 0.48 3.49 12.20 0.069
H -0.21 5.10 11.97 0.074
H -3.38 3.54 12.10 0.071
H -2.45 4.96 12.38 0.083
H -2.13 3.45 13.38 0.070
H -3.62 -0.14 13.49 0.081
H -3.59 1.69 13.74 0.067
H -4.00 0.99 12.19 0.057
H -1.48 -0.19 14.50 0.073
H -0.10 0.19 13.48 0.068
H -0.78 1.45 14.45 0.068
H -3.70 3.00 9.24 0.075
H -2.06 3.25 8.96 0.062
H -2.78 1.98 7.96 0.078
H -3.45 0.07 8.69 0.083
H -3.71 -0.23 10.45 0.065
H -2.13 -0.48 9.68 0.080
O 0.53 -3.71 1.46 -0.343
P 1.04 -2.28 1.26 0.639
N -0.21 -1.10 1.09 -0.327
C -1.65 -1.43 1.28 -0.087
C 0.03 0.29 0.70 -0.124
N 1.96 -2.15 -0.16 -0.329
C 3.23 -1.44 -0.21 -0.117
C 1.38 -2.46 -1.45 -0.116
N 2.01 -1.68 2.59 -0.294
C 3.07 -2.58 3.16 -0.110
C 1.32 -1.01 3.66 -0.154
H -1.96 -1.92 0.36 0.074
H -2.22 -0.50 1.44 0.076
H -1.78 -2.18 2.06 0.074
H 1.04 0.69 0.63 0.077
H -0.52 0.94 1.37 0.073
H -0.38 0.31 -0.31 0.076
H 2.95 -0.51 -0.71 0.078
H 3.59 -1.12 0.77 0.060
H 3.98 -2.11 -0.63 0.087
H 0.57 -3.18 -1.36 0.080
H 0.82 -1.59 -1.77 0.066
H 2.05 -2.67 -2.28 0.087
H 3.53 -2.00 3.96 0.072
H 2.75 -3.52 3.60 0.078
H 3.86 -2.89 2.48 0.072
H 0.58 -1.64 4.16 0.089
H 0.89 -0.03 3.44 0.068
H 2.02 -0.61 4.38 0.077
O 4.49 -0.77 -7.57 -0.336
P 3.74 -1.08 -8.85 0.669
N 4.80 -0.99 -10.21 -0.308
C 6.29 -0.69 -10.22 -0.080
C 4.33 -1.19 -11.55 -0.145
N 2.34 0.01 -8.99 -0.305
C 2.44 1.38 -9.23 -0.170
C 1.17 -0.30 -8.07 -0.111
N 3.17 -2.70 -9.00 -0.329
C 2.00 -3.17 -9.68 -0.151
C 4.10 -3.77 -8.60 -0.095
H 6.80 -1.62 -10.48 0.076
H 6.56 -0.39 -9.21 0.069
H 6.53 0.11 -10.92 0.076
H 3.70 -2.07 -11.69 0.061
H 5.12 -1.49 -12.24 0.081
H 3.77 -0.33 -11.90 0.076
H 3.11 1.59 -10.06 0.082
H 1.42 1.74 -9.37 0.080
H 2.74 1.96 -8.36 0.083
H 1.01 -1.34 -7.81 0.064
H 1.10 0.23 -7.12 0.081
H 0.27 -0.08 -8.63 0.075
H 1.29 -2.36 -9.83 0.065
H 2.24 -3.54 -10.67 0.068
H 1.48 -3.98 -9.16 0.083
H 3.90 -4.72 -9.10 0.080
H 3.88 -3.93 -7.55 0.086
H 5.07 -3.38 -8.92 0.074
C -4.73 -8.18 5.04 -0.076
O -5.27 -9.14 5.88 -0.012
C -5.28 -8.78 7.19 -0.440
O -4.86 -7.72 7.73 0.077
O -5.76 -9.92 7.89 -0.040
C -5.78 -9.87 9.27 -0.093
H -5.05 -8.51 4.05 0.104
H -3.72 -7.81 5.19 0.107
H -5.35 -7.32 5.26 0.093
H -4.84 -10.33 9.59 0.097
H -6.61 -10.42 9.72 0.093
H -5.81 -8.84 9.62 0.089
C -0.92 7.80 5.17 -0.105
O 0.18 7.04 5.42 -0.038
C 0.83 6.31 4.40 -0.461
O 0.58 6.26 3.21 0.125
O 1.89 5.64 4.93 -0.006
C 2.67 4.87 4.18 -0.121
H -1.21 8.54 5.91 0.094
H -1.78 7.17 4.97 0.105
H -0.47 8.46 4.43 0.103
H 2.30 3.91 3.83 0.104
H 3.65 4.88 4.67 0.106
H 2.91 5.38 3.24 0.095


No. 4
91
Properties=species:S:1:pos:R:3:nbo_charge:R:1 method="wB97M-V/def2-TZVPD" de_lowest_kcal_mol=2.4 energy_ev=-67872.543 lumo_energy_ev=-3.080 total_charge=+1
Mg 1.02 0.91 -1.24 1.789
O 3.02 0.99 -1.46 -0.826
C 3.30 2.19 -2.28 0.087
C 2.28 3.26 -1.76 0.771
O 2.62 4.41 -1.60 -0.607
O 1.10 2.74 -1.59 -0.931
C 2.96 1.79 -3.72 -0.078
C 2.27 2.66 -4.56 -0.145
C 2.00 2.29 -5.87 -0.217
C 2.40 1.05 -6.35 -0.205
C 3.09 0.18 -5.51 -0.217
C 3.37 0.55 -4.21 -0.216
C 4.77 2.59 -2.17 0.024
C 5.74 1.76 -1.63 -0.258
C 7.07 2.16 -1.56 -0.205
C 7.44 3.41 -2.04 -0.201
C 6.48 4.23 -2.61 -0.194
C 5.15 3.83 -2.67 -0.189
H 3.79 0.80 -0.91 0.511
H 1.94 3.63 -4.20 0.226
H 1.46 2.97 -6.52 0.223
H 2.18 0.76 -7.37 0.222
H 3.42 -0.78 -5.88 0.216
H 3.93 -0.11 -3.56 0.213
H 5.53 0.75 -1.29 0.183
H 7.82 1.50 -1.13 0.219
H 8.47 3.73 -1.99 0.222
H 6.75 5.21 -3.00 0.223
H 4.41 4.49 -3.10 0.242
C -7.93 0.98 9.07 -0.257
O -8.24 0.99 7.68 -0.477
C -7.22 0.98 6.81 0.330
C -5.87 0.95 7.18 -0.307
C -4.89 0.94 6.19 -0.144
C -5.23 0.96 4.85 -0.087
C -6.58 0.99 4.50 -0.188
C -7.57 1.00 5.46 -0.241
C -4.16 0.94 3.84 0.387
N -2.87 0.90 4.08 -0.461
C -2.28 0.90 2.84 0.095
C -3.21 0.94 1.84 0.097
N -4.42 0.96 2.49 -0.511
C -2.87 0.94 0.45 -0.090
C -3.79 1.01 -0.61 -0.122
C -3.33 1.02 -1.90 -0.240
C -1.95 0.96 -2.13 0.082
N -1.07 0.88 -1.15 -0.557
C -1.51 0.89 0.14 0.237
C -0.50 0.86 1.20 0.125
N 0.81 0.84 0.82 -0.566
C 1.74 0.87 1.76 0.077
C 1.44 0.90 3.13 -0.245
C 0.12 0.90 3.52 -0.116
C -0.88 0.88 2.54 0.006
H -8.88 1.00 9.60 0.210
H -7.34 1.86 9.35 0.182
H -7.38 0.07 9.34 0.182
H -5.58 0.93 8.22 0.229
H -3.85 0.91 6.47 0.235
H -6.89 1.01 3.46 0.195
H -8.61 1.03 5.20 0.234
H -5.33 1.01 2.07 0.422
H -4.85 1.06 -0.41 0.220
H -4.01 1.08 -2.74 0.240
H -1.56 0.97 -3.14 0.211
H 2.77 0.87 1.43 0.200
H 2.24 0.93 3.85 0.240
H -0.16 0.92 4.56 0.248
C 0.94 -7.46 -0.91 -0.642
C 1.01 -6.01 -1.29 0.087
C 0.53 -5.02 -0.45 -0.241
C 0.61 -3.68 -0.78 0.086
C 0.06 -2.66 0.20 -0.638
C 1.19 -3.32 -2.01 -0.189
C 1.30 -1.95 -2.44 0.460
O 1.02 -0.96 -1.76 -0.731
C 1.68 -4.32 -2.89 0.088
C 2.31 -3.99 -4.23 -0.654
C 1.58 -5.64 -2.51 -0.243
H 0.31 -7.61 -0.03 0.225
H 1.94 -7.84 -0.67 0.239
H 0.55 -8.06 -1.72 0.234
H 0.08 -5.30 0.49 0.217
H -0.42 -3.17 1.03 0.221
H -0.68 -2.01 -0.28 0.227
H 0.84 -2.02 0.59 0.229
H 1.66 -1.78 -3.46 0.158
H 3.19 -3.35 -4.13 0.225
H 1.61 -3.50 -4.91 0.229
H 2.64 -4.91 -4.72 0.234
H 1.96 -6.41 -3.18 0.219


No. 5
34
Properties=species:S:1:pos:R:3:lowdin_charge:R:1 method="wB97M-V/def2-TZVPD" energy_ev=-21440.620 lumo_energy_ev="2.785 / 2.785" total_charge=-1
C -0.82 1.21 -1.94 -0.251
C 0.57 0.92 -2.11 -0.232
C 1.31 1.75 -1.23 -0.181
C 0.39 2.52 -0.47 -0.193
C -0.93 2.21 -0.93 -0.218
Tl -0.33 0.09 0.05 0.980
N -1.33 -1.70 0.95 -0.232
C -0.20 -2.58 0.11 -0.433
C 0.84 -2.01 -0.69 -0.204
H 2.41 1.83 -1.19 0.104
H 1.00 0.21 -2.84 0.102
H 0.65 3.21 0.32 0.101
H -1.84 2.63 -0.56 0.087
H -1.63 0.73 -2.47 0.097
H 0.74 -1.98 -1.79 0.020
H -1.03 -3.11 -0.36 0.070
H -2.30 -1.19 0.64 -0.014
H 1.78 -1.71 -0.17 0.007
H 0.08 -2.83 1.12 0.064
C -1.69 1.27 2.71 -0.098
C -0.27 1.02 3.02 -0.409
C 0.44 1.09 4.25 -0.099
C 1.75 0.65 3.99 -0.111
C 1.84 0.34 2.63 -0.388
C 2.99 -0.21 1.90 -0.070
N 0.60 0.58 2.05 -0.031
H -2.30 1.30 3.65 0.082
H -2.08 0.36 2.18 0.037
H -1.80 2.22 2.14 0.071
H 0.01 1.43 5.19 0.071
H 2.58 0.55 4.70 0.080
H 3.84 0.48 1.98 0.071
H 3.32 -1.13 2.40 0.079
H 2.74 -0.40 0.84 0.042